# 1
An isolated molecule of C5H5NO. Source: the OMol25 dataset; level of theory: the ωB97M-V functional and the def2-TZVPD basis.

## Properties
Orbital gap = 9.93 eV
SMILES string = C#CC(=O)[C@H]1CN1

Atoms and positions in Å:
1 C 3.03457 -0.11079 -0.31540
2 C 1.95513 -0.09638 0.22137
3 C 0.58596 -0.01101 0.72642
4 O 0.31591 0.01002 1.91073
5 C -0.44473 0.18775 -0.34478
6 C -1.80365 -0.44237 -0.34161
7 N -1.63323 0.93231 0.07118
8 H 3.98504 -0.13413 -0.80561
9 H -0.01860 0.46881 -1.30438
10 H -2.09559 -1.17932 0.40261
11 H -2.28110 -0.56653 -1.31311
12 H -1.59971 0.94165 1.09258

Charge distribution, Löwdin scheme, values in e: C 0.155; C -0.026; C -0.382; O 0.097; C -0.246; C -0.120; N 0.034; H 0.041; H 0.136; H 0.114; H 0.104; H 0.094

# 2
An isolated molecule of C14H12FN3O2S. Source: the OMol25 dataset; level of theory: the ωB97M-V functional and the def2-TZVPD basis.

## Properties
Orbital gap = 8.81 eV
SMILES string = CC[C@@H]1S/C(=C(\C#N)C(N)=O)N(c2ccc(F)cc2)C1=O

Atoms and positions in Å:
1 C -4.77150 -2.08941 -0.69324
2 C -3.25814 -2.24589 -0.69670
3 C -2.60037 -1.39362 0.38851
4 S -2.76491 0.39171 0.07388
5 C -1.03585 0.64559 0.16726
6 C -0.51244 1.90444 0.10342
7 C -1.37453 2.96834 -0.20851
8 N -2.03200 3.86827 -0.49002
9 C 0.88027 2.28173 0.47580
10 N 1.31226 3.43024 -0.09497
11 O 1.56035 1.63300 1.24343
12 N -0.35935 -0.53917 0.30410
13 C 1.04181 -0.67817 0.08184
14 C 1.58086 -0.24808 -1.12350
15 C 2.92943 -0.41744 -1.36895
16 C 3.70869 -1.03217 -0.40489
17 F 5.02337 -1.19854 -0.64376
18 C 3.17893 -1.48497 0.78950
19 C 1.83074 -1.30643 1.03298
20 C -1.11376 -1.68075 0.46732
21 O -0.65321 -2.78214 0.61418
22 H -5.18968 -2.41828 0.25522
23 H -5.21077 -2.68476 -1.48884
24 H -5.04516 -1.04766 -0.84934
25 H -2.98112 -3.28627 -0.51251
26 H -2.85672 -1.95586 -1.67046
27 H -3.06593 -1.60654 1.35543
28 H 0.69708 4.02036 -0.62863
29 H 2.19825 3.80122 0.20626
30 H 0.95128 0.22580 -1.86251
31 H 3.37646 -0.08374 -2.29174
32 H 3.81882 -1.96026 1.51511
33 H 1.39479 -1.63985 1.95996

Charge distribution, Löwdin scheme, values in e: C -0.106; C -0.262; C -0.450; S 1.096; C -0.419; C -0.174; C -0.273; N 0.176; C -0.513; N 0.184; O 0.079; N 0.049; C -0.224; C -0.003; C 0.010; C -0.267; F 0.063; C 0.019; C 0.003; C -0.426; O 0.136; H 0.079; H 0.077; H 0.060; H 0.119; H 0.121; H 0.130; H 0.093; H 0.118; H 0.130; H 0.121; H 0.123; H 0.130

# 3
A structure of composition C5H13O2PV in a non-equilibrium geometry. Source: the OMol25 dataset; level of theory: the ωB97M-V functional and the def2-TZVPD basis.

## Properties
Total charge = +2
Orbital gap (alpha / beta) = 8.02 / 7.68 eV
Expectation value of S² = 1.00
Spin multiplicity = 2

Atoms and positions in Å:
1 V -0.92442 0.55639 1.39516
2 H 2.46894 -2.94409 2.54944
3 H 2.42016 -3.14265 1.82929
4 P -0.05337 0.26639 -0.61119
5 C -1.31115 -0.27074 -1.83187
6 H -0.91365 -0.23953 -2.85397
7 H -1.64715 -1.28636 -1.58849
8 H -2.17388 0.40486 -1.76480
9 C 0.61724 1.79196 -1.36013
10 H 1.68232 1.89415 -1.11383
11 H 0.48671 1.79175 -2.45053
12 H 0.06266 2.63531 -0.92607
13 C 1.29313 -0.95908 -0.70207
14 H 0.96229 -1.90008 -0.24282
15 H 1.60160 -1.14831 -1.73422
16 H 2.15531 -0.58738 -0.13445
17 C -2.57857 -0.31709 1.34423
18 O -3.59905 -0.90093 1.31130
19 H -0.61580 2.22360 1.52787
20 H -1.32936 2.17974 1.06075
21 O 1.07478 -0.20124 3.56538
22 C 0.32127 0.15333 2.73101

Charge distribution, Löwdin scheme, values in e: V 0.467; H 0.026; H 0.019; P 0.750; C -0.195; H 0.087; H 0.071; H 0.069; C -0.190; H 0.078; H 0.085; H 0.050; C -0.202; H 0.056; H 0.088; H 0.068; C -0.009; O 0.250; H 0.119; H 0.118; O 0.220; C -0.024

# 4
A structure of composition C24H20N4O8 in a non-equilibrium geometry. Source: the OMol25 dataset; level of theory: the ωB97M-V functional and the def2-TZVPD basis.

## Properties
Orbital gap = 7.77 eV

Atoms and positions in Å:
1 C 1.60251 -0.44902 -0.03088
2 C 1.21519 0.72835 -0.61931
3 C 0.01007 1.28595 -0.17915
4 C -0.70881 0.80704 0.88569
5 C -0.17748 -0.22944 1.64956
6 C 0.95907 -0.93284 1.13127
7 N -2.01525 1.45714 1.18737
8 O -2.56245 2.20260 0.38244
9 O -2.47550 1.23856 2.27572
10 H 2.51614 -0.93463 -0.34051
11 H 1.81135 1.14209 -1.41919
12 H -0.37910 2.15039 -0.69653
13 H -0.78255 -0.64528 2.44162
14 H 1.20404 -1.85118 1.64415
15 C -1.82680 3.54100 -2.65768
16 C -1.66831 2.20530 -2.33667
17 C -0.72618 1.48409 -3.05077
18 C 0.06024 2.12713 -4.05117
19 C -0.07163 3.43371 -4.30692
20 C -0.98939 4.17664 -3.54451
21 N 1.19800 1.36981 -4.69414
22 O 1.61447 1.92074 -5.72665
23 O 1.40019 0.25713 -4.29017
24 H -2.59361 4.11296 -2.15641
25 H -2.34748 1.65400 -1.70326
26 H -0.52290 0.42786 -2.95366
27 H 0.49009 3.82900 -5.14036
28 H -1.31892 5.12128 -3.95129
29 C -5.32998 -0.38164 1.50299
30 C -4.18069 0.14410 2.11740
31 C -4.09481 0.11849 3.53180
32 C -5.14547 -0.46577 4.27770
33 C -6.25184 -0.99988 3.65944
34 C -6.38037 -0.84533 2.25519
35 N -5.09663 -0.52756 5.78475
36 O -4.57285 0.38760 6.40399
37 O -5.42524 -1.51033 6.31434
38 H -5.37437 -0.42267 0.42468
39 H -3.37280 0.58092 1.54915
40 H -3.17694 0.45699 3.98934
41 H -7.01930 -1.42613 4.28850
42 H -7.29311 -1.24649 1.83999
43 C 7.05354 -3.54729 0.57154
44 C 7.32315 -3.00595 -0.68098
45 C 6.34889 -2.17771 -1.32805
46 C 5.09965 -1.99538 -0.76785
47 C 4.82946 -2.55289 0.47538
48 C 5.80621 -3.20098 1.22918
49 N 4.04388 -1.40873 -1.60188
50 O 2.89374 -1.40749 -1.19170
51 O 4.32308 -0.94073 -2.73490
52 H 7.85879 -4.14416 0.97367
53 H 8.10068 -3.28323 -1.37738
54 H 6.47511 -1.90956 -2.36659
55 H 3.84128 -2.35682 0.86457
56 H 5.80193 -3.56178 2.24712

Charge distribution, Löwdin scheme, values in e: C -0.061; C -0.017; C -0.024; C -0.115; C 0.019; C -0.008; N -0.316; O 0.094; O -0.018; H -0.139; H 0.118; H 0.091; H 0.112; H 0.098; C -0.069; C -0.115; C -0.011; C -0.137; C -0.021; C -0.052; N -0.326; O 0.055; O 0.091; H 0.114; H 0.101; H 0.118; H 0.120; H 0.107; C -0.056; C -0.054; C 0.038; C -0.122; C -0.014; C -0.070; N -0.386; O 0.064; O 0.110; H 0.104; H 0.022; H 0.116; H 0.115; H 0.101; C -0.050; C -0.055; C 0.012; C -0.132; C -0.001; C -0.028; N -0.221; O 0.081; O 0.078; H 0.102; H 0.105; H 0.115; H 0.110; H 0.104